No. 1
{
  "formula": "H8O4",
  "method": "ωB97M-V with the def2-TZVPD basis set",
  "orbital_gap_ha": 0.4514,
  "relative_energy_kj_mol": 78.8,
  "homo_ev": -11.51,
  "e_tot_ev": -8319.859,
  "species": ["O", "H", "H", "O", "H", "H", "O", "H", "H", "O", "H", "H"],
  "positions_angstrom": [[-0.4931, -1.6162, -0.3794], [0.2899, -1.5844, 0.1987], [-0.1722, -1.8968, -1.1904], [-1.4014, 1.0099, -1.4786], [-0.6900, 1.2902, -1.9561], [-1.3299, 0.0254, -1.4042], [0.4984, 1.4377, 0.4773], [-0.1381, 0.9726, -0.0196], [-0.0583, 2.1546, 0.7526], [1.2697, -0.8673, 1.4118], [1.4103, -0.8953, 2.3590], [0.8147, -0.0304, 1.2288]]
}

***

No. 2
{
  "formula": "C27H28BrN5OSSeTi",
  "method": "ωB97M-V with the def2-TZVPD basis set",
  "orbital_gap_ha": [0.1878, 0.2555],
  "relative_energy_kj_mol": 41.9,
  "homo_ev": [-5.24, -7.09],
  "multiplicity": 3,
  "e_tot_ev": -207291.270,
  "species": ["Ti", "C", "C", "N", "C", "C", "S", "C", "C", "N", "H", "H", "H", "H", "H", "H", "H", "H", "H", "H", "H", "H", "H", "H", "Br", "C", "C", "C", "C", "C", "C", "N", "N", "C", "C", "C", "C", "O", "C", "N", "C", "C", "C", "C", "H", "H", "H", "H", "H", "H", "H", "H", "H", "Se", "C", "C", "C", "C", "C", "C", "H", "H", "H", "H", "H"],
  "positions_angstrom": [[0.8378, -1.2926, -0.0093], [1.4818, -4.2126, 0.9090], [2.6019, -3.7164, -0.0110], [2.0608, -2.7843, -1.0164], [1.5063, -3.3475, -2.2524], [0.0561, -3.8375, -2.1031], [-1.0300, -2.6690, -1.1828], [-1.5389, -3.6645, 0.2759], [-0.7900, -3.3382, 1.5797], [0.6349, -3.0661, 1.3183], [0.8630, -4.9362, 0.3858], [1.9137, -4.7169, 1.7663], [3.3239, -3.1672, 0.5814], [3.1038, -4.5697, -0.4691], [2.7602, -2.0754, -1.2532], [1.5312, -2.5634, -2.9954], [2.1097, -4.1781, -2.6158], [-0.3831, -3.9385, -3.0920], [-0.0018, -4.8075, -1.6064], [-2.5936, -3.4520, 0.4183], [-1.4450, -4.7104, -0.0065], [-1.2087, -2.4407, 2.0105], [-0.9373, -4.1512, 2.2872], [1.0607, -2.6138, 2.1173], [-1.2621, 6.5318, -1.9115], [-0.9569, 5.8740, -0.1655], [-1.8930, 6.1049, 0.8210], [-1.6628, 5.6033, 2.0978], [-0.5349, 4.8570, 2.3873], [0.4057, 4.6522, 1.3787], [0.2015, 5.1644, 0.1051], [-0.3839, 4.5140, 3.8073], [0.2927, 3.5754, 4.2524], [0.6844, 2.4250, 3.4712], [1.9762, 1.9834, 3.6565], [2.5095, 0.9460, 2.8952], [1.7180, 0.3033, 1.9713], [2.1691, -0.7213, 1.1831], [0.3587, 0.6591, 1.8609], [-0.4141, -0.1456, 0.9873], [-1.7912, 0.0894, 0.9643], [-2.3840, 1.0548, 1.7301], [-1.6211, 1.8827, 2.5622], [-0.1965, 1.6946, 2.6280], [-2.7887, 6.6737, 0.6017], [-2.3763, 5.7819, 2.8960], [1.3184, 4.1174, 1.5816], [0.9350, 4.9963, -0.6764], [2.6012, 2.5309, 4.3558], [3.5473, 0.6498, 3.0052], [-2.3810, -0.5376, 0.3149], [-3.4625, 1.1711, 1.6811], [-2.1044, 2.6261, 3.1819], [1.6071, 0.3404, -1.7835], [0.2464, 0.1026, -3.1266], [0.5792, -0.3297, -4.4122], [-0.4127, -0.5272, -5.3735], [-1.7480, -0.2825, -5.0685], [-2.0851, 0.1743, -3.7991], [-1.0967, 0.3723, -2.8351], [1.6232, -0.4977, -4.6621], [-0.1367, -0.8646, -6.3665], [-2.5160, -0.4366, -5.8199], [-3.1243, 0.3855, -3.5570], [-1.3584, 0.7550, -1.8568]]
}

***

No. 3
{
  "formula": "C3H7N3O2",
  "method": "ωB97M-V with the def2-TZVPD basis set",
  "orbital_gap_ha": 0.3877,
  "relative_energy_kj_mol": 47.8,
  "homo_ev": -9.98,
  "e_tot_ev": -11790.818,
  "species": ["O", "C", "N", "C", "N", "O", "C", "N", "H", "H", "H", "H", "H", "H", "H"],
  "positions_angstrom": [[0.9920, 1.6399, 1.2048], [0.5309, 0.7145, 0.5796], [1.4077, -0.0834, -0.1462], [1.3213, -1.2803, -0.8780], [0.0921, -1.7186, -1.2360], [2.3472, -1.8448, -1.1834], [-0.9721, 0.5369, 0.3912], [-1.7670, 1.5648, 1.0249], [2.3704, 0.1114, 0.0917], [-0.7777, -1.2841, -0.9918], [0.0254, -2.5683, -1.7663], [-1.3329, -0.4429, 0.6930], [-1.1011, 0.7100, -0.6755], [-1.8006, 1.4796, 2.0350], [-1.3356, 2.4653, 0.8569]]
}

***

No. 4
{
  "formula": "C2Li2O4",
  "method": "ωB97M-V with the def2-TZVPD basis set",
  "charge": -1,
  "orbital_gap_ha": [0.1658, 0.1891],
  "relative_energy_kj_mol": 0.0,
  "homo_ev": [-2.54, -3.17],
  "multiplicity": 2,
  "e_tot_ev": -10676.416,
  "species": ["O", "C", "O", "Li", "Li", "O", "O", "C"],
  "positions_angstrom": [[2.6976, 0.3472, 1.1478], [1.4436, 0.7615, 1.2390], [0.6042, 0.0570, 0.5781], [2.0452, -1.1533, 0.1559], [2.8585, 1.6834, 2.4597], [3.7937, 2.2464, 3.9916], [4.5806, 0.5656, 5.2951], [4.4014, 1.7226, 4.9423]]
}

***

No. 5
{
  "formula": "C40H41AsO3P2PdSbSe4Te",
  "method": "ωB97M-V with the def2-TZVPD basis set",
  "charge": 1,
  "orbital_gap_ha": [0.1896, 0.1931],
  "homo_ev": [-9.85, -10.01],
  "e_tot_ev": -406396.331,
  "species": ["Pd", "Se", "Sb", "Se", "Se", "Se", "O", "P", "C", "P", "O", "C", "C", "C", "C", "C", "C", "C", "C", "C", "C", "C", "C", "C", "C", "C", "C", "C", "C", "C", "C", "C", "C", "C", "C", "H", "H", "H", "H", "H", "H", "H", "H", "H", "H", "H", "H", "H", "H", "H", "H", "H", "H", "H", "H", "H", "H", "C", "As", "C", "C", "O", "H", "H", "H", "H", "H", "H", "H", "H", "H", "Te", "C", "C", "C", "C", "C", "C", "C", "C", "C", "C", "C", "C", "H", "H", "H", "H", "H", "H", "H", "H", "H", "H"],
  "positions_angstrom": [[0.1003, -0.4120, 1.0368], [3.9773, -0.5810, 5.1250], [2.4582, -2.0535, 4.1061], [0.6405, -0.2584, 3.3452], [2.3858, -0.3840, 1.6754], [1.5344, -3.7373, 5.5286], [-0.2283, -0.1566, -1.0531], [-0.5917, 1.2383, -1.5731], [0.6570, 2.4892, -1.1698], [0.8159, 3.0933, 0.5481], [-0.0276, 2.3149, 1.4999], [0.3508, 4.8381, 0.4948], [-0.3572, 5.3391, 1.5836], [-0.6425, 6.6957, 1.6588], [-0.2178, 7.5523, 0.6553], [0.4964, 7.0583, -0.4299], [0.7858, 5.7066, -0.5056], [2.5598, 3.0934, 0.9485], [3.5648, 3.2347, -0.0050], [4.8955, 3.2541, 0.3865], [5.2225, 3.1403, 1.7315], [4.2207, 3.0268, 2.6862], [2.8916, 3.0102, 2.2994], [-0.5671, 1.1531, -3.3677], [-1.2446, 2.0892, -4.1493], [-1.2340, 1.9776, -5.5288], [-0.5489, 0.9309, -6.1340], [0.1275, -0.0007, -5.3619], [0.1187, 0.1058, -3.9780], [-2.2365, 1.8110, -1.1769], [-3.2768, 1.0787, -1.7640], [-4.5919, 1.4553, -1.5721], [-4.8884, 2.5488, -0.7624], [-3.8652, 3.2778, -0.1821], [-2.5404, 2.9194, -0.4011], [0.4568, 3.3345, -1.8344], [1.5966, 2.0293, -1.4895], [-0.6849, 4.6579, 2.3599], [-1.1924, 7.0844, 2.5056], [-0.4358, 8.6101, 0.7191], [0.8324, 7.7287, -1.2094], [1.3615, 5.3377, -1.3478], [3.3268, 3.3306, -1.0581], [5.6760, 3.3500, -0.3565], [6.2607, 3.1391, 2.0351], [4.4759, 2.9281, 3.7323], [2.1078, 2.9112, 3.0411], [-1.7884, 2.9020, -3.6814], [-1.7673, 2.6993, -6.1327], [-0.5477, 0.8413, -7.2122], [0.6574, -0.8156, -5.8367], [0.6340, -0.6236, -3.3664], [-3.0500, 0.2290, -2.3989], [-5.3884, 0.9088, -2.0612], [-5.9188, 2.8341, -0.5945], [-4.0895, 4.1371, 0.4355], [-1.7651, 3.5242, 0.0432], [-2.9421, -2.6543, -0.3229], [-3.0506, -1.6392, 1.2894], [-2.9407, -2.7170, 2.8661], [-4.8300, -0.9328, 1.3139], [-1.9914, -0.3274, 1.3203], [-3.2874, -3.6728, -0.1514], [-1.9161, -2.6496, -0.6817], [-3.5939, -2.1669, -1.0474], [-3.8372, -2.5355, 3.4578], [-2.0721, -2.4028, 3.4429], [-2.8790, -3.7777, 2.6275], [-5.5452, -1.7390, 1.1519], [-4.9142, -0.1864, 0.5274], [-5.0137, -0.4621, 2.2780], [0.2949, -3.3412, 1.6801], [0.1086, -5.4257, 1.4641], [-0.3575, -5.9395, 0.2574], [-0.3860, -7.3106, 0.0528], [0.0554, -8.1737, 1.0476], [0.5189, -7.6633, 2.2515], [0.5404, -6.2901, 2.4632], [1.9710, -3.4818, 0.4091], [1.9929, -2.8589, -0.8313], [3.1337, -2.9498, -1.6243], [4.2386, -3.6622, -1.1853], [4.2061, -4.2925, 0.0532], [3.0748, -4.2026, 0.8496], [-0.6749, -5.2710, -0.5351], [-0.7492, -7.7078, -0.8863], [0.0332, -9.2430, 0.8849], [0.8665, -8.3332, 3.0268], [0.8965, -5.8973, 3.4099], [1.1365, -2.2911, -1.1765], [3.1566, -2.4577, -2.5889], [5.1272, -3.7244, -1.7991], [5.0653, -4.8501, 0.4024], [3.0621, -4.6970, 1.8154]]
}

***

No. 6
{
  "formula": "C4H12N2",
  "method": "ωB97M-V with the def2-TZVPD basis set",
  "orbital_gap_ha": 0.3405,
  "relative_energy_kj_mol": 202.0,
  "homo_ev": -8.22,
  "e_tot_ev": -7320.935,
  "species": ["C", "C", "C", "N", "C", "N", "H", "H", "H", "H", "H", "H", "H", "H", "H", "H", "H", "H"],
  "positions_angstrom": [[-0.5433, -2.1909, -0.5430], [-0.8554, -0.7216, -0.6548], [0.1399, 0.2641, -1.2049], [1.2379, 0.7526, -0.2460], [1.0603, 1.4214, 1.0987], [-0.3039, 1.7645, 1.3951], [0.0416, -2.5039, 0.3073], [-0.3735, -2.6046, -1.5486], [-1.5554, -2.5941, -0.2970], [-1.6904, -0.5552, -1.4497], [-1.1864, -0.2316, 0.3365], [-0.2919, 1.1747, -1.5302], [0.7892, -0.3693, -1.9288], [1.8571, -0.0631, -0.1029], [1.6204, 0.7919, 1.8566], [1.5121, 2.4362, 0.9876], [-0.8908, 0.9591, 1.2757], [-0.5676, 2.2697, 2.2485]]
}

***

Per-record molar mass, u: 72.1 677.4 117.1 101.9 1378.3 88.2
Per-record maximum force, eV/Å: 4.36 1.77 0.92 1.16 1.19 4.39